[1]
Molecular formula: C33H67FN15O31P
Method: DFT, ωB97M-V/def2-TZVPD

Last column: Mulliken charge in e.
Geometry (Å):
1 P 0.8334 -4.1397 -2.0842  0.808
2 F -1.0756 -2.4914 -5.4096  -0.390
3 O 2.7778 1.7157 8.5013  -0.514
4 O 1.8439 -0.0587 2.5144  -0.343
5 O 4.2445 -3.6882 6.2050  -0.569
6 O -11.1782 4.3632 -6.2751  -0.499
7 O 2.2268 -7.5232 2.5904  -0.555
8 O 10.6881 8.0878 1.4316  -0.524
9 O 1.6777 5.2509 6.7473  -0.582
10 O -4.9317 -4.2543 -2.1086  -0.511
11 O -6.4196 -3.9655 -7.1673  -0.542
12 O -11.2354 4.0662 -0.8949  -0.552
13 O -4.2728 -3.7556 -6.9059  -0.578
14 O 2.9872 7.0525 3.4746  -0.523
15 O -12.9958 4.3505 -2.1384  -0.559
16 O -12.7370 5.6745 -5.5163  -0.481
17 O -4.1748 -5.8549 -3.3685  -0.484
18 O 3.0276 -5.8658 -1.3959  -0.393
19 O 3.5051 5.5702 1.9710  -0.519
20 O 12.4509 9.3498 1.5689  -0.526
21 O 7.0054 -9.0150 2.6858  -0.512
22 O -7.4244 3.8296 -3.5978  -0.533
23 O 0.2056 4.3869 5.3977  -0.587
24 O 0.9534 0.7774 9.2185  -0.542
25 O 1.6504 0.8259 4.8604  -0.361
26 O 8.4746 -8.1349 4.0229  -0.528
27 O 7.5854 7.0830 1.5983  -0.499
28 O 4.0407 -6.6001 1.8296  -0.480
29 O 4.2373 -4.8157 -2.8680  -0.556
30 O -5.5045 2.7137 -3.0557  -0.228
31 O 7.6189 8.9008 0.4071  -0.548
32 O 2.5041 -0.6363 0.3603  -0.311
33 O 2.8896 -2.4481 5.0436  -0.468
34 N 3.8506 -2.6148 5.7770  0.923
35 N 4.0944 -5.5379 -1.8933  0.891
36 N 11.2519 9.1495 1.6517  0.876
37 N 3.6245 6.6600 2.5095  0.921
38 N -12.3056 4.8330 -6.2873  0.841
39 N 7.3334 -8.4296 3.7045  0.867
40 N -4.5916 -5.4091 -2.3114  0.921
41 N 1.6542 1.7478 8.9787  0.905
42 N 2.9186 -6.5589 2.3115  0.908
43 N -1.4351 1.9520 -1.7406  -0.627
44 N -11.7901 4.3344 -1.9508  0.935
45 N 1.3503 4.6807 5.7184  1.042
46 N 7.8489 7.7143 0.5885  0.942
47 N -3.2275 -0.3307 -3.0431  -0.171
48 N -5.4135 -3.3213 -6.9214  0.904
49 C 2.3410 -5.2160 2.5839  -0.680
50 C 0.5711 -6.2810 -4.0497  -1.047
51 C 4.6324 7.5947 1.9448  -0.758
52 C -10.9245 4.6708 -3.1116  -0.620
53 C -0.3991 -5.3030 -1.1661  -1.136
54 C 6.2426 -8.0432 4.6374  -0.543
55 C 0.5959 0.6686 2.5752  -0.245
56 C -2.3030 -3.1760 -3.2835  0.116
57 C 0.0401 -2.4256 -2.0802  0.277
58 C 1.8092 -1.1130 1.5324  0.049
59 C -1.8927 -3.5192 -4.8146  0.559
60 C -6.9090 2.9004 -2.9056  0.593
61 C -3.6595 1.0153 -2.8835  0.140
62 C -1.0676 0.5703 -1.8856  0.247
63 C 8.5076 6.9698 -0.5165  -0.794
64 C 2.3574 -1.5444 -0.7539  -0.457
65 C -13.2300 4.3312 -7.3372  -0.732
66 C -7.8489 2.0715 -1.9055  -0.572
67 C -2.7532 2.1118 -2.2611  -0.371
68 C -5.1599 1.3498 -3.3895  -0.173
69 C -4.6910 -6.3607 -1.1741  -0.773
70 C 1.0842 3.0837 9.2977  -0.724
71 C 2.4297 4.3077 4.7701  -0.505
72 C 1.1021 -4.7771 -3.8819  -0.591
73 C -1.9048 -0.5576 -2.5306  0.077
74 C 0.3875 1.0718 4.1487  -0.458
75 C -5.5842 -1.8778 -6.6115  -0.673
76 C 0.3624 0.1645 -1.3253  -0.747
77 C 0.9093 -1.2715 -1.4021  0.048
78 C 4.6120 -1.4060 6.1882  -0.700
79 C -1.3527 -2.0434 -2.6262  0.290
80 C 10.4045 10.3018 2.0566  -0.667
81 C 5.3242 -6.0685 -1.2494  -0.799
82 H 1.4261 -5.1271 1.9987  0.222
83 H 3.0630 -4.4569 2.2882  0.256
84 H 3.1311 -1.2971 -1.5579  0.262
85 H -14.1899 4.8329 -7.2283  0.307
86 H -1.3819 -4.5543 -4.8703  -0.135
87 H 5.6361 -1.5280 5.8373  0.295
88 H 5.5672 -7.3808 4.0968  0.129
89 H 5.3337 -5.7148 -0.2190  0.243
90 H -8.9128 2.5171 -1.9440  0.073
91 H 4.1054 8.4945 1.6292  0.309
92 H -5.8288 0.5563 -2.8944  0.180
93 H 4.5705 -1.3454 7.2752  0.322
94 H 9.4503 6.5806 -0.1342  0.312
95 H 2.2530 -4.8251 -3.9958  0.328
96 H -5.1948 -1.7089 -5.6074  0.182
97 H 6.6780 -7.5332 5.4950  0.304
98 H 5.3542 7.8135 2.7300  0.305
99 H 2.2283 4.8131 3.8280  0.215
100 H 6.1931 -5.6998 -1.7919  0.321
101 H -5.0212 -1.3137 -7.3543  0.298
102 H 5.2752 -7.1558 -1.2940  0.292
103 H 7.8378 6.1636 -0.8148  0.304
104 H -2.3294 -4.1376 -2.6423  -0.640
105 H -3.1998 3.1738 -2.1953  0.377
106 H -2.8435 -3.6216 -5.4645  -0.127
107 H 9.3650 9.9791 2.0883  0.245
108 H -0.3239 0.0645 2.2691  0.285
109 H -1.1055 -5.8318 -1.8949  0.177
110 H -5.3727 -7.1570 -1.4708  0.302
111 H 5.1186 7.1161 1.0978  0.261
112 H -3.4037 -2.8339 -3.3369  0.369
113 H 2.4016 3.2236 4.6531  0.080
114 H 0.5979 1.6476 1.9756  0.214
115 H -5.0737 -5.8294 -0.3045  0.310
116 H 2.5014 -2.6271 -0.4192  0.135
117 H 1.0089 0.9872 -0.8455  0.336
118 H -1.0688 -4.5780 -0.5562  0.356
119 H 10.5421 11.0873 1.3145  0.282
120 H -13.3377 3.2566 -7.1937  0.292
121 H 0.0432 2.1654 4.2815  0.163
122 H 2.4383 -1.9792 1.9774  -0.054
123 H 0.7628 -1.5307 1.3319  0.315
124 H -11.1793 5.6802 -3.4304  0.304
125 H -7.9266 0.9715 -2.2329  0.278
126 H 5.7367 -8.9566 4.9480  0.274
127 H 0.8730 3.1043 10.3664  0.288
128 H 0.9378 -6.7900 -5.0202  0.352
129 H -0.5702 -6.3753 -4.0056  0.181
130 H -7.4922 2.1726 -0.8139  0.299
131 H -5.1997 1.1256 -4.5212  0.156
132 H 2.1351 -5.1570 3.6523  0.347
133 H 4.1505 -0.5296 5.7351  0.211
134 H 0.1733 3.2006 8.7117  0.291
135 H 0.1240 -6.0023 -0.4321  0.373
136 H -0.3927 0.3940 4.6454  0.404
137 H -11.1301 3.9449 -3.8960  0.175
138 H 1.8124 3.8484 9.0339  0.299
139 H 8.6812 7.6531 -1.3459  0.306
140 H 0.7386 -4.0410 -4.6740  0.524
141 H -12.7831 4.5585 -8.3043  0.282
142 H 3.3863 4.6261 5.1803  0.306
143 H 1.4607 0.1290 5.5333  0.194
144 H -6.6434 -1.6313 -6.6612  0.342
145 H -3.6907 -6.7473 -0.9809  0.262
146 H -9.8823 4.6165 -2.8004  0.291
147 H 0.9721 -6.9463 -3.1908  0.250
148 H 10.7386 10.6249 3.0418  0.292

Values from the calculation:
Frontier orbital gap ... 6.95 eV
HOMO energy ... -7.74 eV
Energy relative to the best compared isomer or geometry (same formula, charge and spin) ... 5.355 eV
Energy ... -133091.9710 eV


[2]
Molecular formula: C33H67N2O6
Method: DFT, ωB97M-V/def2-TZVPD

Last column: Mulliken charge in e.
Geometry (Å):
1 O -7.0630 -0.1611 -4.0172  -0.395
2 O -10.0973 5.3633 -4.0268  -0.367
3 O -5.1725 -0.5646 -1.7913  -0.376
4 O 9.7193 3.3665 -1.4453  -0.370
5 O 8.8585 1.5844 0.7300  -0.196
6 O -9.6776 2.7681 -2.6896  -0.362
7 N -1.0508 2.7244 1.0446  -0.622
8 N 2.6371 -3.6780 1.1644  0.273
9 C -11.0791 2.5956 -2.5841  -0.837
10 C 9.0863 2.1165 -1.6315  -0.716
11 C -6.2647 0.8529 -3.4357  -0.494
12 C 0.3386 -2.7068 1.2288  3.738
13 C 7.3792 -1.9151 2.4436  0.684
14 C -8.9325 4.5672 -4.1424  -0.747
15 C 4.7478 -2.9086 2.4051  0.590
16 C -0.0861 1.7844 0.4502  -0.312
17 C -0.7998 -1.6363 -0.8958  -1.252
18 C 2.4905 -2.4826 0.2700  -1.500
19 C 0.5767 -2.6131 4.7607  -1.493
20 C 11.0635 3.2729 -1.0082  -0.656
21 C -0.5468 -2.8812 -0.0378  -2.053
22 C 8.7788 -1.3718 2.4456  -1.199
23 C -1.3053 -1.0010 4.3129  -1.883
24 C 5.7917 -3.6703 2.9091  -0.926
25 C -5.0858 -1.9329 -2.1334  -0.706
26 C 6.3266 -1.1452 1.9532  -0.666
27 C -10.2409 5.9894 -2.7663  -0.676
28 C -0.7395 0.9468 -0.6581  -1.042
29 C -0.1004 -1.7208 3.6920  1.697
30 C 1.4433 -1.6661 0.9919  -0.658
31 C 5.0319 -1.6228 1.9386  -0.111
32 C 8.1556 1.7882 -0.4857  -0.429
33 C 7.0848 -3.1826 2.9303  -0.979
34 C -0.5950 -2.4974 2.4602  -2.933
35 C 1.1749 -4.0202 1.4288  -1.547
36 C -9.2395 3.0943 -3.9996  -0.111
37 C 3.3615 -3.4849 2.4685  -0.165
38 C -4.9642 0.3074 -2.8930  -0.557
39 C -1.3517 -0.3909 -0.1797  0.374
40 C -8.1381 -0.5788 -3.1906  -0.252
41 C 8.8136 2.6986 1.6049  -0.912
42 H -10.1571 5.2706 -1.9470  0.289
43 H -2.4254 -0.3363 -0.3690  0.748
44 H -2.0796 -1.7326 4.5637  0.406
45 H -0.1042 -3.6331 -0.6997  0.512
46 H -1.5271 1.5660 -1.0898  0.365
47 H 3.4306 -4.4943 2.8791  0.431
48 H 7.4194 2.5903 -0.3698  0.387
49 H 9.4254 -1.9508 3.1015  0.387
50 H 2.0390 -2.8770 -0.6437  0.569
51 H -6.8183 1.3664 -2.6427  0.331
52 H 6.5206 -0.1426 1.5861  0.459
53 H -8.5933 -1.4430 -3.6705  0.264
54 H 1.8498 -1.2463 1.9124  0.569
55 H 9.1853 -1.3462 1.4348  0.257
56 H 0.7948 2.3002 0.0568  0.356
57 H 4.2404 -0.9666 1.5981  0.463
58 H 8.7647 -0.3408 2.8028  0.261
59 H 7.6178 0.8621 -0.7199  0.358
60 H -1.5128 -1.9313 -1.6677  0.544
61 H -0.0064 0.7600 -1.4503  0.402
62 H 0.1075 -2.4774 5.7345  0.442
63 H -0.9836 2.7155 2.0541  0.219
64 H -11.3137 2.5008 -1.5255  0.251
65 H 1.6337 -2.3716 4.8872  0.321
66 H 9.1071 3.6192 1.0967  0.398
67 H -11.2297 6.4432 -2.7434  0.242
68 H 0.1205 -1.3712 -1.4265  0.469
69 H 11.3907 4.2802 -0.7598  0.243
70 H -1.7401 -0.2758 3.6233  0.364
71 H 0.5170 -3.6705 4.4975  0.254
72 H -7.7898 -0.8622 -2.1940  0.236
73 H 11.7065 2.8796 -1.8020  0.330
74 H 7.8776 -3.8005 3.3332  0.380
75 H -4.3469 1.1411 -2.5430  0.354
76 H -9.9874 2.7956 -4.7406  0.344
77 H -5.4166 -2.5101 -1.2715  0.255
78 H 1.1624 -0.8173 0.3710  -0.086
79 H -8.1898 4.8636 -3.3939  0.348
80 H 7.8101 2.8276 2.0265  0.340
81 H 3.0718 -4.4480 0.6616  0.458
82 H 3.4341 -2.0257 -0.0068  0.529
83 H 5.6021 -4.6641 3.3002  0.362
84 H 2.7005 -2.9180 3.1194  -0.298
85 H 8.5022 2.1706 -2.5556  0.393
86 H 0.6001 -0.9400 3.3903  -0.128
87 H -1.4915 -1.9996 2.0951  0.857
88 H -8.8862 0.2139 -3.0905  -0.017
89 H -8.3287 2.5196 -4.1876  0.175
90 H -6.0347 1.5844 -4.2178  0.379
91 H -1.0251 -0.5015 5.2409  0.483
92 H 0.8619 -4.7779 0.7108  0.438
93 H 1.0954 -4.4598 2.4198  0.302
94 H 11.1566 2.6366 -0.1244  0.253
95 H 9.8288 1.3201 -1.7460  0.347
96 H -11.4027 1.6851 -3.1006  0.341
97 H -4.4202 -0.2093 -3.6907  0.397
98 H -5.7165 -2.1799 -2.9905  0.407
99 H -4.0488 -2.2088 -2.3664  0.227
100 H -9.4900 6.7752 -2.6308  0.320
101 H -11.6207 3.4499 -2.9968  0.376
102 H -1.2289 -0.4372 0.9010  -0.580
103 H -0.8403 3.6761 0.7729  0.243
104 H 0.2776 1.1215 1.2457  0.118
105 H -8.5052 4.7448 -5.1342  0.397
106 H -1.5040 -3.3094 0.2794  0.450
107 H -0.9283 -3.4924 2.7757  0.599
108 H 9.5126 2.5014 2.4159  0.260

Values from the calculation:
Frontier orbital gap ... 7.84 eV
HOMO energy ... -10.34 eV
Energy relative to the best compared isomer or geometry (same formula, charge and spin) ... 0.000 eV
Energy ... -50563.3565 eV
Total charge ... +1


[3]
Molecular formula: C33H69NO15S5Si2
Method: DFT, ωB97M-V/def2-TZVPD

Last column: Mulliken charge in e.
Geometry (Å):
1 S 1.7512 -5.0376 -1.7787  1.021
2 S -8.1080 0.5744 0.6827  1.175
3 S -0.3322 -2.7412 2.7173  1.046
4 S -1.9148 0.7826 4.9195  -0.210
5 S 7.6980 -0.3501 -0.6229  1.033
6 Si 1.3600 2.5227 2.2826  0.893
7 Si 1.8302 0.3363 0.5083  -0.225
8 O -7.3870 1.3448 1.6631  -0.673
9 O -0.4303 -3.7187 1.6578  -0.779
10 O -7.6145 -0.6925 0.1969  -0.648
11 O 1.9888 -1.3482 0.6198  -0.282
12 O 3.3097 2.4502 -1.9406  -0.390
13 O 1.4261 -3.6791 -1.4361  -0.531
14 O 3.1168 -5.4929 -1.8653  -0.699
15 O 6.3234 -0.2709 -0.1929  -0.520
16 O 0.6286 0.6070 -0.5988  0.172
17 O 8.6429 0.6968 -0.3336  -0.720
18 O 1.4347 2.0903 -3.1339  -0.513
19 O -0.7702 -1.3802 2.5358  -0.753
20 O 1.2692 4.9613 1.2165  -0.375
21 O -5.5764 1.6280 -1.9758  -0.529
22 O 1.2976 0.8557 2.0138  0.026
23 N -1.9712 1.1560 -1.7389  -0.090
24 C -1.7187 0.8837 -0.3024  -0.754
25 C 8.3702 -1.9169 -0.0852  -0.750
26 C -1.0979 -3.4093 4.1972  -0.525
27 C 0.8372 -6.1495 -0.7087  -0.159
28 C -0.0044 2.9757 3.5342  -1.015
29 C 1.3384 -2.7224 3.3436  -0.192
30 C 0.0445 -3.6674 5.1860  -0.684
31 C -3.1690 2.0548 -1.8295  -0.894
32 C 1.0702 3.5968 0.7509  -0.078
33 C -0.5806 -0.1217 -0.2241  0.534
34 C 8.0487 -2.8773 -1.2261  -0.546
35 C -9.9237 1.2841 -1.0632  -0.766
36 C -10.6653 1.2075 0.2784  -0.677
37 C 7.7274 -0.7155 -2.3810  -0.579
38 C 4.0158 3.6129 2.5936  -0.754
39 C 2.8804 3.7278 -3.9716  -0.334
40 C -1.8965 1.2661 3.1504  0.485
41 C 2.4611 2.6441 -2.9750  0.599
42 C 3.0043 2.8524 3.1349  -0.453
43 C -0.2055 -6.8370 -1.5981  -0.720
44 C 1.1676 -2.6726 4.8590  -0.591
45 C -9.8062 0.3610 1.2287  -0.620
46 C 1.9667 4.9550 -3.6940  -1.031
47 C 8.3536 -2.1086 -2.5178  -0.671
48 C -1.4523 2.7181 3.0231  -0.633
49 C -4.1837 1.4004 -3.9865  -1.489
50 C 3.5084 0.9782 -0.0009  0.053
51 C 0.9067 -5.4790 -3.2920  -0.762
52 C 0.1595 5.7795 0.9390  -0.667
53 C 0.3606 -6.8776 -3.0238  -0.589
54 C -8.4748 1.6092 -0.7159  -0.375
55 C -4.2999 1.2101 -2.4700  0.366
56 C 3.5226 1.0756 -1.5563  -0.568
57 H -4.5580 2.4007 -4.2186  0.354
58 H 1.6421 5.4411 -4.6152  0.344
59 H -1.1584 1.6497 -2.0951  0.213
60 H -2.6150 0.5198 0.1998  0.694
61 H 0.4158 -4.6876 5.0626  0.301
62 H -2.9335 1.1983 2.8120  0.437
63 H 1.7790 3.4466 -0.0705  0.155
64 H -0.2990 -3.5672 6.2153  0.370
65 H 9.4352 -2.0156 -2.6397  0.275
66 H 9.4462 -1.7908 0.0345  0.354
67 H 0.0504 3.5475 0.3586  0.168
68 H 3.1228 2.3649 4.1109  0.348
69 H -2.1119 3.2970 3.6851  0.379
70 H -10.0508 -0.6975 1.1576  0.359
71 H 0.8742 -1.6663 5.1691  0.217
72 H 1.5500 -1.7739 -0.1312  0.178
73 H -4.0792 0.1755 -2.1982  0.355
74 H -10.3546 2.0355 -1.7235  0.397
75 H 1.5435 -6.8651 -0.2908  0.367
76 H -4.7063 0.6066 -4.5185  0.377
77 H -8.3715 2.6461 -0.3970  0.352
78 H 4.3214 0.3140 0.3190  0.355
79 H -1.5988 3.1212 2.0189  0.079
80 H 3.8762 4.6922 2.5694  0.270
81 H -0.4942 -0.5893 0.7674  -0.855
82 H -1.3259 1.8167 0.1225  -0.105
83 H -9.9783 0.3178 -1.5703  0.316
84 H 3.7515 1.9824 0.3488  0.036
85 H 0.0990 -4.7624 -3.4414  0.358
86 H -3.4421 2.3838 -0.8240  0.306
87 H 2.6563 3.3204 -4.9535  0.317
88 H -0.4394 -7.8346 -1.2280  0.363
89 H -1.6318 -4.3217 3.9424  0.358
90 H -2.4745 -0.4452 4.9329  0.031
91 H 1.6037 -5.4375 -4.1260  0.408
92 H 0.3755 -5.5724 0.0916  -0.033
93 H 1.8694 -1.8683 2.9355  -0.183
94 H 0.0811 4.0647 3.6248  0.316
95 H -7.7797 1.3936 -1.5218  0.320
96 H 7.9693 -2.6266 -3.3956  0.354
97 H 1.8211 -3.6487 3.0319  0.427
98 H 7.9186 -2.2036 0.8619  0.387
99 H 8.6330 -3.7936 -1.1527  0.358
100 H 6.9907 -3.1485 -1.1988  0.287
101 H -0.7528 5.3929 1.4116  0.264
102 H -2.8710 2.8958 -2.4620  0.443
103 H -10.7832 2.2135 0.6869  0.294
104 H -9.8931 0.6928 2.2604  0.342
105 H -5.8127 0.9462 -1.3316  0.205
106 H -1.7958 -2.6645 4.5771  0.172
107 H 3.9167 4.0312 -3.8369  0.216
108 H 6.7003 -0.7004 -2.7427  0.223
109 H -1.2829 0.6015 2.5491  -0.627
110 H 8.3110 0.0464 -2.8920  0.445
111 H 4.9210 3.1284 2.2213  0.239
112 H -1.1324 -6.2595 -1.5914  0.301
113 H 1.0724 4.6715 -3.1380  0.229
114 H -11.6620 0.7819 0.1659  0.338
115 H -0.3988 -7.1560 -3.7536  0.359
116 H 0.0163 5.9547 -0.1357  0.231
117 H 1.1683 -7.6113 -3.0804  0.288
118 H 2.0941 -2.9269 5.3727  0.456
119 H 2.4725 5.7134 -3.0928  0.302
120 H -3.1193 1.4041 -4.2242  0.323
121 H 0.3622 6.7579 1.3833  0.280
122 H 4.5259 0.8103 -1.9041  -0.012
123 H 2.8378 0.3685 -2.0261  0.469
124 H -0.6970 -0.9193 -0.9639  0.441
125 H 0.1413 2.4743 4.4920  0.728

Values from the calculation:
Frontier orbital gap ... 7.56 eV
HOMO energy ... -7.19 eV
Energy ... -137474.5391 eV